Entry from OMol25: a structure of composition C50H42AsCsN10O in a non-equilibrium geometry (ωB97M-V/def2-TZVPD).

```
105
Properties=species:S:1:pos:R:3:forces:R:3
Cs -15.35996 -11.35889 6.21588 0.18 0.24 0.29
As -18.82584 -10.96275 3.44743 -1.97 -1.28 1.07
O -18.31785 -10.53770 4.96923 0.82 0.00 -1.18
N -13.07919 -12.55287 4.44789 0.17 0.28 1.23
N -14.32877 -12.48638 9.01256 1.05 -0.41 0.79
N -14.63237 -14.35538 6.84051 0.19 -0.19 -0.44
N -11.27537 -11.12018 5.29057 -0.07 1.19 0.53
N -12.07244 -11.41388 7.54281 -0.40 -0.37 0.06
N -18.69651 -8.55475 9.34995 1.63 1.52 -2.24
N -16.24632 -7.55860 6.98281 1.06 0.19 -1.08
N -12.61629 -10.96334 9.83293 0.91 1.01 -0.94
N -15.67339 -14.49783 8.99586 -0.53 0.37 1.01
N -14.28376 -14.63221 4.47895 -3.04 -1.62 0.66
C -15.80096 -6.29489 6.77310 -1.58 -0.38 1.18
C -13.49382 -11.95535 9.95165 -1.57 -0.56 0.10
C -14.96605 -14.83406 5.61215 1.39 1.45 -1.07
C -19.36580 -9.45470 10.04796 -1.42 -0.02 2.71
C -18.77698 -16.40428 6.48481 -0.25 0.62 0.08
C -17.32093 -7.48469 7.77545 -1.51 1.00 0.66
C -16.26648 -15.49746 5.66419 -1.33 0.16 1.08
C -20.81196 -10.95590 3.78972 0.45 -0.30 -1.24
C -11.40847 -15.80384 4.17116 0.32 -1.01 -0.80
C -11.36700 -8.21991 9.13124 0.70 0.05 -0.01
C -18.49398 -16.32592 5.12846 1.12 0.09 -1.22
C -11.46778 -10.74990 6.53197 0.16 -0.11 -0.64
C -10.73279 -8.27518 6.37942 0.49 1.78 -1.30
C -19.82793 -10.70276 9.65080 0.22 -0.85 -0.07
C -14.94413 -13.92009 13.44837 0.08 0.49 -1.74
C -20.58733 -9.76978 12.14320 0.75 0.85 -0.10
C -11.77750 -12.25872 4.75988 -0.55 -2.26 -0.06
C -14.04076 -12.84659 13.63080 -0.34 -0.88 0.83
C -14.70912 -13.56213 11.06324 -0.67 0.23 -0.76
C -11.04288 -9.41227 7.03591 -0.70 -0.51 0.94
C -16.66845 -15.39124 7.03198 -1.09 -1.40 -1.26
C -19.86765 -6.66769 12.46739 -0.84 -0.06 0.40
C -13.81659 -12.52422 11.29475 0.74 -0.23 -1.01
C -9.59774 -13.68323 4.69745 -0.33 -1.06 -0.68
C -9.10620 -14.96985 4.33191 0.86 1.88 0.50
C -19.67986 -9.00578 11.39263 -0.84 -1.43 -0.72
C -17.64955 -6.10483 8.09981 0.82 -1.30 -0.24
C -19.79462 -12.72557 8.09948 -0.32 -0.59 0.29
C -19.00066 -7.82517 12.01748 0.18 -0.43 0.39
C -13.42869 -12.19794 12.57552 -0.30 0.57 0.03
C -17.92874 -15.80913 7.43784 0.23 -0.42 -0.84
C -18.51100 -12.80756 2.91841 0.38 -0.61 1.80
C -14.96631 -13.55302 9.59234 0.82 0.51 0.95
C -10.00428 -15.98665 4.08738 -1.52 -1.55 0.06
C -18.46138 -10.14697 1.68244 0.65 -0.04 0.21
C -17.20281 -15.84593 4.71966 -0.88 0.24 -1.30
C -11.85876 -14.51627 4.34608 -1.15 -0.03 -0.37
C -15.61052 -14.71770 7.71503 0.83 0.60 -0.67
C -21.07270 -10.97895 11.70636 -0.91 -1.12 -0.07
C -18.02704 -8.65862 8.23657 0.63 0.37 0.19
C -20.58213 -11.47872 10.51305 -0.77 -0.01 -0.06
C -12.06169 -10.63906 8.65873 -1.50 -2.82 0.49
C -15.29323 -14.24317 12.11278 -0.60 -0.35 1.04
C -16.65794 -5.36188 7.46021 0.21 -1.24 -0.30
C -10.91962 -7.06249 8.46417 -0.52 1.05 0.97
C -10.97887 -13.48304 4.59390 1.29 1.52 0.55
C -19.42489 -11.25641 8.33120 0.66 -0.82 -1.74
C -10.69157 -7.05324 7.11290 0.36 -1.19 -1.13
C -11.40890 -9.39991 8.41124 0.77 2.35 -0.86
C -13.19418 -13.90767 4.35806 2.56 0.96 0.61
H -16.98597 -15.57435 3.64673 -0.23 -0.80 1.12
H -16.56332 -4.30978 7.51870 0.19 0.94 -0.14
H -10.88119 -6.09579 9.01944 -0.06 -0.89 -0.43
H -20.85287 -9.41898 13.11869 -0.24 0.28 0.53
H -17.60324 -10.66138 1.13183 -1.12 0.74 1.02
H -19.73915 -16.80337 6.78870 -0.01 0.14 0.09
H -8.00726 -15.13519 4.21105 -1.06 0.06 0.36
H -19.46874 -13.12091 7.14659 0.26 0.36 -0.54
H -19.25227 -5.98982 13.07331 -0.24 0.10 -0.23
H -13.84807 -12.49025 14.63552 0.14 -0.12 0.10
H -19.39979 -10.28052 1.11682 0.44 0.19 0.21
H -19.29100 -13.39684 8.80739 -0.32 0.20 0.20
H -19.24586 -16.59429 4.33607 0.83 0.16 1.03
H -18.24958 -9.09318 1.89535 -0.01 -0.16 -0.53
H -12.15661 -16.62162 3.96734 1.07 0.81 0.36
H -20.21725 -6.16852 11.55547 -0.11 0.19 0.36
H -12.78714 -11.34554 12.75326 0.14 -0.04 -0.02
H -10.58024 -8.23786 5.26479 -0.18 -0.28 1.31
H -9.65182 -17.01077 3.90281 0.02 0.50 -0.07
H -21.39794 -11.19964 2.87217 0.32 0.10 0.71
H -15.43942 -14.46828 14.24888 0.23 0.41 0.03
H -11.63541 -8.15539 10.18573 -0.10 -0.21 -0.32
H -18.28713 -15.61891 8.42829 0.07 -0.18 0.53
H -20.76219 -6.95626 13.09264 0.86 0.13 -0.66
H -18.44563 -8.23927 12.85862 0.07 0.07 0.35
H -8.99368 -12.84799 5.02297 0.33 -0.08 -0.21
H -19.85237 -10.72419 7.44456 0.31 0.20 0.80
H -21.02554 -11.66070 4.60621 0.35 0.05 -0.41
H -10.49936 -6.15968 6.53064 0.08 0.18 0.38
H -14.91949 -6.12411 6.18762 0.26 0.19 -0.16
H -21.89378 -11.56640 12.20163 1.17 0.73 -0.06
H -19.13448 -13.53010 3.50356 0.29 0.73 -0.63
H -18.25022 -7.42114 11.36006 0.22 -0.02 -0.49
H -17.47822 -13.07155 3.17912 -0.05 0.15 -0.10
H -18.46013 -5.77417 8.74665 0.26 -0.06 -0.23
H -18.31443 -11.15639 8.19422 -1.05 -0.37 0.26
H -17.86927 -9.59242 7.63407 -0.08 1.04 0.57
H -16.13527 -14.92177 11.92188 0.61 -0.02 0.01
H -21.07207 -9.97458 4.15078 -0.05 0.43 0.01
H -18.61616 -12.90005 1.86188 -0.33 -0.18 -0.76
H -20.88690 -12.47298 10.22095 -0.04 0.02 -0.13
H -20.89046 -12.91890 8.11634 0.58 0.20 0.23
```
Positions in Å, forces in eV/Å.

Values from the calculation:
HOMO energy (spin up / spin down): -1.3 / -0.9 eV
total charge: -2

---

Entry from OMol25: a structure of composition C50H42BrKN2O6P2 (ωB97M-V/def2-TZVPD).

```
104
Properties=species:S:1:pos:R:3:forces:R:3
Br -8.11796 3.80020 -2.54896 -0.03 0.00 -0.01
K -2.77406 1.24937 0.89656 0.04 0.41 -0.17
P 2.14845 -1.99270 0.10484 -0.01 -0.05 -0.04
P -0.76788 -1.32964 -2.65791 -0.10 -0.27 0.20
O -2.22452 1.13933 5.55703 0.11 0.04 0.01
O -2.48040 1.85405 -1.74751 0.07 0.02 -0.08
O -0.15283 -0.81738 2.45550 -0.01 0.18 -0.08
O -2.66452 -1.28096 0.89341 0.23 -0.20 0.02
O -2.92843 1.01622 3.43253 -0.10 -0.17 0.01
O -3.54666 -2.24323 2.73354 -0.02 -0.06 -0.01
N -1.99096 4.47543 -0.60407 -0.12 0.04 0.02
N -2.32003 4.16746 2.15257 0.04 -0.04 0.03
C 1.07555 0.63890 -2.19555 -0.04 0.02 -0.02
C 6.20806 -3.53135 -1.55076 -0.03 -0.03 0.00
C 0.95371 -4.35050 3.27840 -0.03 -0.03 0.03
C -5.89281 2.01096 -2.89383 0.06 0.00 0.02
C 3.12641 -0.37660 -3.76674 0.00 0.01 0.00
C 0.17139 6.91473 2.05319 0.10 0.11 -0.02
C -2.67208 -1.64336 2.08874 -0.12 -0.02 0.18
C -0.04279 0.57004 1.46826 -0.07 -0.29 0.07
C 6.02833 -2.20285 -1.20414 -0.04 0.04 0.01
C 1.91222 -1.04687 -3.69286 0.00 -0.03 0.09
C -1.45626 -3.12105 -6.25128 -0.01 0.01 -0.01
C 5.15656 -4.43084 -1.40209 0.06 -0.01 -0.02
C 0.65521 1.09090 3.70310 0.00 -0.05 0.02
C 0.08335 -0.30911 3.83108 0.08 0.03 0.10
C -1.42248 -1.45980 2.96849 -0.07 0.08 0.00
C 3.15698 -2.83596 2.57246 -0.01 -0.01 -0.02
C -0.68754 5.92345 2.57523 -0.16 -0.16 -0.07
C -4.10553 3.56416 -1.38159 -0.14 -0.08 -0.13
C 3.93839 -3.99962 -0.90547 -0.01 0.04 0.05
C -2.27421 0.62134 4.42022 0.04 0.06 0.08
C 0.99095 -3.71094 2.04637 0.06 0.05 0.00
C -1.47377 5.13054 1.69978 0.16 0.14 0.13
C -0.92869 -4.40068 -6.15089 0.00 0.00 0.01
C -5.44319 3.95676 -1.55449 0.07 -0.01 0.00
C -1.34203 5.32144 0.28362 0.01 -0.06 -0.09
C -1.38194 -2.25376 -5.17133 0.09 0.00 -0.01
C -4.60828 1.58148 -2.71484 -0.03 -0.03 -0.05
C 0.88093 -0.55562 -2.89362 -0.07 0.10 -0.10
C 1.12373 1.13151 2.24711 -0.09 0.09 -0.07
C 0.96497 -2.95452 -0.95717 0.01 0.13 -0.12
C -0.76362 -2.62873 -3.97556 0.10 0.13 -0.07
C -0.24907 -3.92254 -3.88935 -0.09 -0.03 0.02
C -1.62928 4.67069 4.39397 0.08 0.08 0.03
C 2.02090 -4.24424 4.15702 0.00 0.01 -0.02
C 2.09642 -2.95071 1.67215 -0.06 -0.05 0.02
C 0.26704 7.09207 0.69948 -0.03 -0.03 0.10
C -0.33316 -4.79997 -4.96331 -0.01 -0.01 0.01
C -0.79435 5.65647 3.96303 -0.04 -0.05 -0.01
C -3.26891 4.45252 -0.60971 0.10 0.01 0.11
C -3.62616 2.31299 -1.94218 -0.02 0.07 -0.03
C -0.43551 -2.33151 -1.12506 0.10 0.03 -0.11
C -2.38635 3.95016 3.44172 -0.09 -0.11 -0.03
C 3.31933 0.79521 -3.04736 0.02 -0.03 -0.03
C 4.79871 -1.77323 -0.71398 0.02 0.01 -0.04
C -1.36693 -0.61552 4.24541 -0.03 -0.13 0.00
C -6.31418 3.21276 -2.30464 -0.02 0.03 0.01
C 2.29125 1.30284 -2.26470 -0.03 0.00 0.03
C 3.12501 -3.48090 3.79862 0.01 0.00 0.00
C -0.47508 6.28737 -0.18141 0.00 -0.02 0.00
C 3.74188 -2.66290 -0.55414 -0.03 0.00 0.02
H -1.81448 -1.26188 -5.24174 -0.01 0.00 -0.02
H 0.13016 -3.77872 1.39263 -0.02 0.00 0.02
H 4.64251 -0.72889 -0.46785 0.02 0.00 0.00
H 1.77100 -1.96370 -4.25395 0.00 0.00 -0.02
H 2.42684 2.22250 -1.70949 0.00 0.00 0.01
H -0.36463 6.40246 -1.25215 -0.01 -0.02 -0.01
H -1.10157 -2.47571 3.20698 0.05 0.02 -0.03
H 7.16139 -3.86935 -1.93868 0.00 0.00 0.00
H 4.26895 1.31467 -3.10328 0.00 0.01 0.00
H -5.77817 4.88024 -1.09407 0.00 0.00 0.01
H 3.95943 -3.37927 4.48246 0.00 0.01 -0.01
H -1.42825 -1.20626 5.15740 -0.03 0.01 0.00
H -6.59207 1.42098 -3.47418 -0.01 0.00 0.00
H 0.06914 -5.80186 -4.86947 0.00 0.00 0.00
H 3.12924 -4.70915 -0.78030 -0.01 -0.02 0.01
H -1.93902 -2.80175 -7.16697 0.00 0.00 0.00
H 0.75541 7.51559 2.74196 0.01 0.01 -0.02
H 0.89059 -3.98223 -0.59384 0.02 -0.03 0.00
H -0.99186 -5.08615 -6.98736 0.00 0.00 0.00
H 1.47985 -2.99672 -1.91823 0.02 -0.04 -0.01
H 0.92947 7.84895 0.29558 0.01 0.00 0.00
H 3.92459 -0.77626 -4.38156 0.01 0.00 0.00
H 0.07355 -4.91766 3.55659 0.00 0.00 0.00
H -0.11618 1.83955 3.88162 -0.03 0.00 -0.03
H -3.01817 3.12968 3.76922 0.02 0.02 -0.02
H 5.29415 -5.47116 -1.67273 -0.01 0.00 0.00
H 6.83945 -1.49492 -1.32480 0.00 0.01 0.00
H 1.28667 2.16118 1.91582 0.04 0.00 0.01
H -1.21062 -3.10344 -1.13950 0.01 0.00 0.08
H 0.34491 0.04302 0.58626 -0.02 0.02 -0.01
H -0.71845 -1.67975 -0.29552 -0.04 -0.02 0.07
H -0.18718 6.23158 4.65478 -0.01 0.00 0.02
H 0.79477 -0.99648 4.29743 0.02 -0.03 -0.05
H -3.82621 5.16768 0.01372 0.01 0.04 -0.05
H 1.98703 -4.73820 5.12005 0.00 0.00 0.00
H -1.71944 4.38956 5.43470 0.03 0.03 0.01
H 4.01700 -2.23030 2.30737 0.01 0.00 0.01
H 0.25893 1.05027 -1.60975 -0.01 0.04 0.00
H 1.46729 1.24310 4.41788 -0.02 0.01 0.02
H 2.07553 0.57789 2.13848 0.03 0.00 0.03
H 0.21037 -4.26472 -2.97285 0.00 0.00 0.01
H -4.27520 0.64190 -3.13959 0.00 0.00 0.00
```
Positions in Å, forces in eV/Å.

Values from the calculation:
HOMO energy: -2.1 eV
total charge: -2

---

Q: Which E values were calculated for the entries above? A: -130865.4115, -172742.8067, in eV.